Record 1
3 unconnected molecules or ions with the total composition C3H13NO3S, computed with ωB97M-V/def2-TZVPD.

The total charge is +1. For the total energy, the calculation gives -21779.769 eV. For the frontier orbital gap (alpha / beta), the calculation gives 9.10 / 4.75 eV. Its spin multiplicity is 2.

Positions of all 21 atoms, in Å:
C (-1.281, 1.367, -1.037)
O (-2.628, 1.369, -1.417)
C (-1.189, 0.498, 0.236)
C (0.160, 0.786, 0.813)
S (0.441, 2.414, 1.467)
N (-1.278, -0.925, -0.036)
H (-0.618, 1.045, -1.840)
H (-1.173, 2.452, -0.781)
H (-2.797, 0.456, -1.850)
H (-2.015, 0.843, 0.891)
H (0.954, 0.522, 0.110)
H (0.573, 0.279, 1.688)
H (1.820, 2.584, 0.965)
H (-2.124, -1.205, -0.488)
H (-1.070, -1.493, 0.828)
H (0.440, -2.617, -0.615)
H (1.620, -2.944, 0.286)
O (0.669, -2.860, 0.312)
H (3.183, -0.984, 0.916)
H (3.493, -0.961, -0.530)
O (2.822, -0.627, 0.081)


Record 2
4 unconnected molecules or ions with the total composition C3H13NO4, computed with ωB97M-V/def2-TZVPD.

Its SMILES is CNCC=O.O.O.O. For the total energy, the calculation gives -13001.319 eV. For the frontier orbital gap, the calculation gives 10.36 eV.

Positions of all 21 atoms, in Å:
C (-0.410, 0.442, 2.235)
N (-0.234, -0.834, 1.510)
C (0.979, -0.827, 0.713)
C (1.063, -2.034, -0.199)
O (1.955, -2.200, -0.994)
H (-1.376, 0.345, 2.728)
H (0.307, 0.495, 3.064)
H (-0.278, 1.299, 1.592)
H (-0.288, -1.594, 2.181)
H (1.921, -0.760, 1.246)
H (0.824, -0.016, 0.023)
H (0.306, -2.821, -0.031)
O (-1.981, 0.557, -0.802)
H (-1.746, -0.092, -0.120)
H (-1.576, 1.425, -0.567)
O (-0.631, 2.768, -0.013)
H (-0.030, 2.361, -0.656)
H (-0.828, 3.644, -0.362)
O (0.080, 0.944, -2.325)
H (-0.704, 0.623, -1.798)
H (0.816, 0.342, -2.182)


Record 3
4 unconnected molecules or ions with the total composition C3H13NO4, computed with ωB97M-V/def2-TZVPD.

Its SMILES is CN(C)C=O.O.O.O. For the total energy, the calculation gives -13001.598 eV. For the frontier orbital gap, the calculation gives 10.13 eV.

Positions of all 21 atoms, in Å:
C (0.309, -0.277, -0.148)
N (0.504, 0.813, 0.784)
C (-0.410, 0.923, 1.920)
C (1.795, 1.151, 1.032)
O (2.745, 0.786, 0.369)
H (-0.642, -0.794, -0.024)
H (1.081, -1.033, -0.083)
H (0.393, 0.066, -1.184)
H (0.094, 0.860, 2.891)
H (-1.208, 0.205, 1.829)
H (-0.906, 1.899, 1.946)
H (1.922, 1.833, 1.888)
O (3.226, -2.640, 0.062)
H (4.109, -3.005, 0.162)
H (3.203, -1.801, 0.559)
O (-2.730, 1.630, -2.569)
H (-2.434, 2.270, -3.231)
H (-3.544, 1.998, -2.186)
O (-2.823, -1.860, -1.357)
H (-2.780, -0.915, -1.172)
H (-1.901, -2.111, -1.486)


Record 4
A molecular structure, C3H14B2OSn, computed with ωB97M-V/def2-TZVPD.

For the total energy, the calculation gives -12563.669 eV. For the frontier orbital gap, the calculation gives 6.88 eV.

Positions of all 21 atoms, in Å:
Sn (-0.092, -1.387, -0.610)
B (0.785, -3.377, 1.567)
H (1.716, -2.658, 1.544)
H (0.671, -3.982, 0.559)
H (0.823, -4.141, 2.451)
H (-0.196, -2.666, 1.661)
B (2.500, -2.474, -1.654)
H (1.898, -3.419, -1.303)
H (1.800, -1.853, -2.417)
H (2.725, -1.799, -0.700)
H (3.511, -2.702, -2.193)
C (-1.610, 2.911, 1.388)
C (-1.310, 2.511, -0.029)
O (-0.969, 1.368, -0.280)
C (-1.755, 3.458, -1.099)
H (-2.630, 3.286, 1.469)
H (-0.930, 3.734, 1.631)
H (-1.434, 2.120, 2.112)
H (-1.079, 4.317, -1.102)
H (-2.785, 3.754, -0.916)
H (-1.639, 2.999, -2.079)


Record 5
2 unconnected molecules or ions with the total composition C3H14BN3, computed with ωB97M-V/def2-TZVPD.

The total charge is +2. For the total energy, the calculation gives -8466.838 eV. For the frontier orbital gap, the calculation gives 10.69 eV.

Positions of all 21 atoms, in Å:
B (0.031, -0.186, -0.077)
C (0.682, -2.326, -1.137)
C (1.225, 0.560, -0.692)
C (-1.358, 0.891, 1.289)
N (-0.173, -1.519, -0.264)
N (2.121, 1.024, 0.381)
N (-2.732, 1.069, 0.619)
H (-0.059, -2.860, -1.723)
H (1.157, -1.697, -1.946)
H (1.440, -2.812, -0.625)
H (0.907, 1.221, -1.496)
H (1.797, -0.088, -1.296)
H (-0.842, 1.891, 1.472)
H (-1.445, 0.170, 2.018)
H (-0.749, -2.149, 0.283)
H (2.309, 2.042, 0.270)
H (1.631, 0.853, 1.267)
H (3.065, 0.641, 0.373)
H (-2.993, 0.163, 0.210)
H (-3.369, 1.541, 1.311)
H (-2.648, 1.570, -0.233)


Record 6
2 unconnected molecules or ions with the total composition C3H14N2O, computed with ωB97M-V/def2-TZVPD.

The total charge is +2. For the total energy, the calculation gives -8349.209 eV. For the frontier orbital gap, the calculation gives 12.88 eV.

Positions of all 20 atoms, in Å:
C (1.093, 0.825, 0.659)
C (0.223, 0.384, -0.533)
C (-0.937, 1.260, -0.823)
N (-2.266, 0.531, -1.143)
N (2.212, -0.163, 0.764)
H (0.553, 0.794, 1.613)
H (1.275, 1.909, 0.437)
H (-0.069, -0.682, -0.342)
H (1.006, 0.272, -1.296)
H (-1.167, 1.986, 0.006)
H (-0.763, 1.861, -1.731)
H (-3.014, 1.239, -1.160)
H (-2.318, 0.038, -2.040)
H (-2.515, -0.044, -0.335)
H (2.684, -0.094, 1.685)
H (2.884, 0.002, 0.010)
H (1.810, -1.112, 0.781)
H (-0.072, -3.113, 0.509)
H (-0.703, -2.491, 1.665)
O (-0.186, -2.224, 0.886)


Record 7
3 unconnected molecules or ions with the total composition C3H14N2O2, computed with ωB97M-V/def2-TZVPD.

The total charge is -1. For the total energy, the calculation gives -10410.149 eV. For the frontier orbital gap (alpha / beta), the calculation gives 2.73 / 9.23 eV. Its spin multiplicity is 2.

Positions of all 21 atoms, in Å:
C (-1.431, 0.581, -2.073)
C (-1.419, 0.505, -0.545)
N (-1.077, -0.815, 0.064)
C (-1.475, -1.047, 1.444)
N (-1.325, -2.485, 1.582)
H (-1.326, 1.680, -2.131)
H (-0.580, 0.127, -2.528)
H (-2.441, 0.432, -2.655)
H (-2.346, 0.811, -0.131)
H (-0.732, 1.415, -0.089)
H (-1.371, -1.531, -0.576)
H (-0.731, -0.534, 2.120)
H (-2.482, -0.823, 1.758)
H (-0.495, -2.846, 0.977)
H (-1.198, -2.731, 2.601)
H (2.267, 3.377, -0.604)
H (3.514, 2.488, -0.723)
O (3.193, 3.282, -0.316)
H (3.366, -1.109, -0.065)
H (4.473, -0.477, 1.236)
O (3.616, -0.297, 0.652)


Record 8
2 unconnected molecules or ions with the total composition C3H14N4, computed with ωB97M-V/def2-TZVPD.

Its SMILES is CNCN.NCN. For the total energy, the calculation gives -9297.362 eV. For the frontier orbital gap, the calculation gives 9.38 eV.

Positions of all 21 atoms, in Å:
C (-0.112, 0.194, 2.215)
N (0.439, 0.400, 0.882)
C (0.901, 1.799, 0.607)
N (1.310, 1.977, -0.747)
H (-0.996, 0.822, 2.324)
H (-0.381, -0.856, 2.325)
H (0.601, 0.451, 3.008)
H (1.228, -0.234, 0.744)
H (0.027, 2.432, 0.791)
H (1.715, 2.071, 1.298)
H (0.586, 1.574, -1.372)
H (2.184, 1.500, -0.933)
N (-0.857, -0.033, -1.513)
C (-0.606, -1.417, -1.763)
N (-0.775, -2.178, -0.493)
H (-1.856, 0.146, -1.546)
H (-0.386, 0.048, -0.355)
H (-1.243, -1.806, -2.575)
H (0.454, -1.540, -2.033)
H (-0.470, -3.143, -0.607)
H (-1.762, -2.206, -0.255)


Record 9
2 unconnected molecules or ions with the total composition C3H14N6O3S, computed with ωB97M-V/def2-TZVPD.

For the total energy, the calculation gives -29254.786 eV. For the frontier orbital gap, the calculation gives 9.25 eV.

Positions of all 27 atoms, in Å:
C (-1.702, -0.581, -0.083)
C (-0.198, -0.696, -0.337)
C (0.754, 0.053, 0.496)
N (-2.304, 0.601, -0.638)
N (-2.051, -0.563, 1.347)
N (0.192, -2.091, 0.177)
N (0.160, -0.747, -1.676)
N (0.455, 0.481, 1.679)
N (0.753, 2.297, -0.641)
O (2.741, 0.155, -1.243)
O (2.776, -1.264, 0.734)
O (3.109, 1.130, 0.953)
S (2.545, 0.059, 0.195)
H (-2.068, -1.452, -0.454)
H (-2.244, 1.307, 0.084)
H (-3.266, 0.524, -0.790)
H (-1.852, -1.525, 1.843)
H (-3.047, -0.592, 1.253)
H (1.218, -2.062, 0.237)
H (-0.228, -2.546, -0.613)
H (-0.425, -0.396, -2.376)
H (1.108, -0.645, -1.903)
H (-0.424, 0.346, 2.009)
H (1.296, 0.688, 2.189)
H (0.405, 2.174, -1.571)
H (1.717, 2.191, -0.684)
H (0.580, 3.154, -0.185)


Record 10
3 unconnected molecules or ions with the total composition C3H14NO2, computed with ωB97M-V/def2-TZVPD.

The total charge is +1. For the total energy, the calculation gives -8916.096 eV. For the frontier orbital gap, the calculation gives 11.82 eV.

Positions of all 20 atoms, in Å:
C (0.573, -0.062, -0.519)
C (0.420, 0.954, 0.641)
C (1.680, 1.357, 1.386)
N (-0.896, -0.658, -0.835)
H (1.062, -1.096, -0.371)
H (0.779, 0.387, -1.441)
H (-0.003, 1.909, 0.311)
H (-0.326, 0.430, 1.274)
H (2.607, 1.185, 0.789)
H (1.791, 0.662, 2.325)
H (1.674, 2.399, 1.731)
H (-1.786, -0.058, -0.615)
H (-1.139, -1.567, -0.280)
H (-1.012, -0.949, -1.778)
H (1.864, -2.160, 1.598)
H (0.905, -1.996, 2.830)
O (0.942, -1.847, 1.830)
H (-3.272, 1.096, -2.797)
H (-2.736, -0.140, -3.456)
O (-3.128, 0.155, -2.623)


Record 11
3 unconnected molecules or ions with the total composition C3H14NO2, computed with ωB97M-V/def2-TZVPD.

The total charge is +2. For the total energy, the calculation gives -8900.048 eV. For the frontier orbital gap (alpha / beta), the calculation gives 12.98 / 2.54 eV. Its spin multiplicity is 2.

Positions of all 20 atoms, in Å:
C (0.460, -0.812, -0.295)
C (1.839, -1.235, 0.204)
C (2.764, -1.176, -0.924)
N (-0.279, 0.013, 0.857)
H (0.480, 0.010, -1.090)
H (-0.093, -1.606, -0.779)
H (1.787, -2.272, 0.594)
H (2.094, -0.593, 1.086)
H (2.475, -1.454, -1.981)
H (3.222, -0.244, -1.045)
H (3.555, -1.760, -0.476)
H (-1.093, -0.563, 1.259)
H (0.487, 0.445, 1.479)
H (-0.838, 0.837, 0.516)
H (-3.164, 2.126, 1.077)
H (-2.067, 2.792, 1.828)
O (-2.141, 2.280, 1.017)
H (-3.291, 1.805, -0.718)
H (-3.048, 0.529, -1.760)
O (-3.146, 0.879, -0.851)


Energy above the lowest of the compared OMol25 structures with the same formula, charge and spin for the records above, in order: 1.3351, 1.8468, 1.5672, 0.0000, 2.7901, 0.4496, 2.2188, 0.5675, 2.3010, 1.6900, 2.3041 eV